Formula: C17H34I2O5P
Source: the OMol25 dataset
Level of theory: ωB97M-V/def2-TZVPD

Cartesian coordinates (Å):
C  0.578  -0.228  -0.371
C  -0.868  -0.445  -0.722
I  -1.217  0.315  -2.670
C  -1.857  -0.988  -0.036
I  -1.325  -1.717  1.891
P  -3.746  -1.317  -0.545
O  -4.257  -0.968  1.106
C  -4.453  0.366  1.409
C  -4.169  1.208  0.147
O  -3.933  0.329  -0.923
H  1.225  -0.883  -0.959
H  0.844  0.798  -0.628
H  0.751  -0.352  0.697
H  -5.108  -1.634  -0.929
H  -3.536  -2.687  -0.147
H  -3.287  -1.601  -1.866
H  -3.767  0.695  2.209
H  -5.468  0.572  1.779
H  -3.287  1.846  0.276
H  -5.027  1.826  -0.132
C  2.066  4.905  1.784
C  0.771  4.375  2.403
C  0.312  3.376  1.346
O  1.504  2.861  0.750
C  2.625  3.643  1.137
H  2.753  5.348  2.505
H  1.839  5.654  1.023
H  0.985  3.861  3.342
H  0.029  5.148  2.598
H  -0.290  3.863  0.571
H  -0.263  2.545  1.755
H  3.231  3.071  1.848
H  3.233  3.849  0.253
C  4.693  3.240  -2.544
C  5.965  3.271  -3.388
C  6.864  2.312  -2.614
O  6.004  1.350  -2.012
C  4.641  1.782  -2.112
H  3.799  3.550  -3.083
H  4.807  3.889  -1.672
H  5.762  2.879  -4.387
H  6.402  4.264  -3.494
H  7.415  2.840  -1.827
H  7.585  1.794  -3.249
H  4.127  1.165  -2.855
H  4.147  1.638  -1.151
C  -2.716  -6.309  2.069
C  -3.800  -6.980  1.226
C  -3.836  -6.069  0.002
O  -2.514  -5.574  -0.163
C  -1.736  -5.844  0.998
H  -2.256  -6.967  2.806
H  -3.132  -5.445  2.590
H  -3.487  -7.989  0.941
H  -4.765  -7.051  1.727
H  -4.514  -5.222  0.152
H  -4.134  -6.593  -0.909
H  -1.004  -6.625  0.755
H  -1.207  -4.939  1.295

Properties
Charge ... -1
2S+1 ... 1
Calculated total energy ... -53906.051 eV